# 1
A molecular structure, C38H35BrNO3TaTe. Source: OMol25; level of theory: ωB97M-V with the def2-TZVPD basis set.

CARTESIAN COORDINATES (ANGSTROEM)
1 Ta -0.8702 0.4002 -0.5725
2 C -0.4212 -4.1860 4.9992
3 C -0.4680 -3.0854 3.9774
4 C -0.2253 -1.7602 4.3346
5 C -0.2474 -0.7376 3.3936
6 C -0.0869 0.7070 3.8159
7 O -1.0222 1.2252 4.3854
8 C 1.1802 1.4116 3.5226
9 C 1.3415 2.7168 3.9923
10 C 2.5208 3.3973 3.7451
11 C 3.5394 2.7828 3.0240
12 C 3.3823 1.4864 2.5512
13 C 2.2057 0.7990 2.8043
14 C -0.5353 -1.0428 2.0830
15 O -0.5203 -0.0209 1.1889
16 C -0.8568 -2.3478 1.6812
17 C -0.7891 -3.3554 2.6534
18 C -1.3148 -2.6589 0.3325
19 N -1.4134 -1.7590 -0.6070
20 C -2.0089 -2.1382 -1.9000
21 C -2.1052 -0.8793 -2.7342
22 Te -3.3682 0.7700 -2.0187
23 C -3.6589 0.2780 0.0377
24 C -3.3769 1.3224 0.9215
25 C -3.5582 1.1390 2.2895
26 C -4.0411 -0.0695 2.7596
27 C -4.3763 -1.0868 1.8660
28 C -4.1974 -0.9215 0.5049
29 C -1.7144 -4.0589 0.0320
30 C -0.8823 -4.8539 -0.7513
31 C -1.2511 -6.1578 -1.0433
32 C -2.4553 -6.6624 -0.5694
33 C -3.2859 -5.8686 0.2092
34 C -2.9127 -4.5695 0.5213
35 H 0.1818 -3.8997 5.8585
36 H -0.0034 -5.0983 4.5757
37 H -1.4247 -4.4184 5.3600
38 H -0.0060 -1.5099 5.3663
39 H 0.5428 3.1712 4.5633
40 H 2.6561 4.4013 4.1243
41 H 4.4639 3.3141 2.8392
42 H 4.1824 1.0077 2.0027
43 H 2.0984 -0.2227 2.4580
44 H -0.9967 -4.3765 2.3623
45 H -2.9783 -2.6172 -1.7565
46 H -1.3729 -2.8481 -2.4319
47 H -2.4788 -1.0847 -3.7359
48 H -1.0974 -0.4721 -2.8941
49 H -3.0093 2.2739 0.5559
50 H -3.3115 1.9353 2.9782
51 H -4.1693 -0.2197 3.8229
52 H -4.7985 -2.0100 2.2420
53 H -4.4753 -1.7139 -0.1784
54 H 0.0599 -4.4618 -1.1194
55 H -0.5975 -6.7806 -1.6386
56 H -2.7429 -7.6787 -0.8011
57 H -4.2194 -6.2651 0.5849
58 H -3.5454 -3.9561 1.1522
59 Br 5.1103 -1.1144 -3.4189
60 C 3.4438 -0.7097 -2.6574
61 C 2.7974 0.4676 -3.0072
62 C 1.5780 0.7703 -2.4231
63 C 0.9646 -0.1070 -1.5228
64 C 1.6445 -1.2926 -1.1928
65 C 2.8780 -1.5881 -1.7428
66 H 3.2520 1.1462 -3.7158
67 H 1.1066 1.7106 -2.6880
68 H 1.2264 -1.9960 -0.4824
69 H 3.4028 -2.4931 -1.4683
70 C -1.1698 4.3077 0.2874
71 C -0.0967 3.5760 -0.4826
72 C 1.2733 3.6749 0.1522
73 O -0.4410 2.1598 -0.5271
74 H -0.9053 5.3634 0.3441
75 H -1.2326 3.9251 1.3088
76 H -2.1419 4.2335 -0.2009
77 H -0.0828 3.8891 -1.5282
78 H 1.2429 3.2344 1.1513
79 H 1.5731 4.7172 0.2469
80 H 2.0185 3.1428 -0.4381

Its highest occupied orbital energy is -0.511 Ha. The value obtained for the largest force on an atom is 0.0150 hartree/bohr. The molar mass is 942.2 g mol⁻¹. Its net charge is +2. Its energy is -4648.11233 Eh. Its orbital gap is 6.90 eV. As for the relative energy (zero: lowest compared OMol25 entry of this formula, charge and spin): 9.04 kcal/mol.


# 2
A molecular structure, C38H35CeClN2Si2 in a non-equilibrium geometry. Source: OMol25; level of theory: ωB97M-V with the def2-TZVPD basis set.

CARTESIAN COORDINATES (ANGSTROEM)
1 C -1.9150 -1.5392 3.5226
2 C -2.4369 -1.4347 2.1927
3 C -2.2582 -2.7073 1.5522
4 H -2.9389 -0.5677 1.7605
5 C -1.6190 -3.5858 2.4799
6 C -1.4036 -2.8630 3.6944
7 H -0.9776 -3.2738 4.6118
8 H -1.9798 -0.7777 4.3023
9 H -2.6040 -2.9846 0.5566
10 H -1.3723 -4.6318 2.3007
11 Ce 0.1309 -1.7202 1.8349
12 Si 1.0576 2.7235 -0.2623
13 C 0.0121 3.7232 -1.4196
14 C 0.5680 4.2318 -2.6036
15 H 1.6045 3.9946 -2.8572
16 C -0.1994 5.0318 -3.4532
17 H 0.2402 5.4179 -4.3747
18 C -1.5322 5.3172 -3.1420
19 H -2.1308 5.9369 -3.8120
20 C -2.0969 4.7943 -1.9752
21 H -3.1417 4.9978 -1.7346
22 C -1.3269 4.0100 -1.1107
23 H -1.7674 3.6260 -0.1864
24 C 0.6071 0.8748 -0.3758
25 C -0.6922 0.3827 -0.1296
26 H -1.4850 1.0589 0.2036
27 C -1.0643 -0.9432 -0.5803
28 H -2.1159 -1.1920 -0.7300
29 C -0.0839 -2.0388 -0.4984
30 H -0.3491 -3.0964 -0.4793
31 C 1.3140 -1.5486 -0.5007
32 H 2.1296 -2.2671 -0.5216
33 C 1.5078 -0.1527 -0.8823
34 H 2.4717 0.1585 -1.2934
35 H 0.6030 3.0906 1.1033
36 Si 0.1997 -1.0513 -1.9716
37 C 0.5026 -2.4351 -3.2724
38 C -0.5042 -2.7054 -4.2017
39 H -1.4113 -2.0953 -4.2182
40 C -0.3572 -3.7482 -5.1227
41 H -1.1484 -3.9483 -5.8460
42 C 0.8065 -4.5302 -5.1088
43 H 0.9239 -5.3473 -5.8232
44 C 1.8152 -4.2589 -4.1768
45 H 2.7216 -4.8666 -4.1585
46 C 1.6660 -3.2106 -3.2593
47 H 2.4653 -3.0081 -2.5421
48 C -0.3731 0.2689 -3.2512
49 C -1.6381 0.8554 -3.2081
50 H -2.3624 0.5887 -2.4352
51 C -1.9990 1.8055 -4.1689
52 H -2.9844 2.2719 -4.1194
53 C -1.1002 2.1693 -5.1723
54 H -1.3910 2.9025 -5.9264
55 C 0.1851 1.6187 -5.1869
56 H 0.9060 1.9238 -5.9469
57 C 0.5485 0.6812 -4.2165
58 H 1.5587 0.2609 -4.2284
59 H 2.3744 3.1524 -0.3553
60 Cl 1.5097 -3.8974 1.6836
61 N -0.0302 0.7723 2.7842
62 C 0.5037 1.0219 4.1007
63 C 0.3854 2.2669 4.6994
64 C 0.8593 2.4540 6.0127
65 C 1.4486 1.4101 6.7095
66 C 1.6109 0.1293 6.1168
67 C 2.1824 -0.9715 6.7856
68 C 2.2787 -2.1916 6.1401
69 C 1.7977 -2.3096 4.8284
70 N 1.2435 -1.2833 4.1505
71 C 1.1385 -0.0594 4.7725
72 H -1.0316 0.9745 2.7619
73 H 0.3555 1.4392 2.1073
74 H -0.0799 3.0873 4.1475
75 H 0.7550 3.4333 6.4806
76 H 1.8047 1.5482 7.7334
77 H 2.5350 -0.8365 7.8078
78 H 2.7084 -3.0702 6.6150
79 H 1.8644 -3.2573 4.2864

Its highest occupied orbital energy (spin up / spin down) is -0.367 / -0.365 Ha. The value obtained for the largest force on an atom is 0.1835 hartree/bohr. The molar mass is 751.5 g mol⁻¹. Its expectation value of S² is 0.767. Its net charge is +1. Its energy is -3092.59992 Eh. The multiplicity is 2. Its orbital gap (spin up / spin down) is 5.96 / 5.72 eV. As for the relative energy (zero: lowest compared OMol25 entry of this formula, charge and spin): 12.44 kcal/mol.


# 3
A molecular structure, C38H35ClMoN2Si2 in a non-equilibrium geometry. Source: OMol25; level of theory: ωB97M-V with the def2-TZVPD basis set.

CARTESIAN COORDINATES (ANGSTROEM)
1 C -2.3802 -1.2848 3.7906
2 C -3.0106 -0.5259 2.7425
3 C -3.1841 -1.3834 1.6108
4 H -3.3471 0.5007 2.8113
5 C -2.6266 -2.6675 1.9452
6 C -2.1305 -2.6053 3.2923
7 H -1.7133 -3.4319 3.8548
8 H -2.2075 -0.9492 4.8056
9 H -3.6480 -1.0904 0.6776
10 H -2.5930 -3.5329 1.2963
11 Mo -1.0368 -1.1530 1.9511
12 Si -0.9845 -1.1789 -1.8697
13 C -0.6616 0.4447 -2.7561
14 C 0.5793 0.6514 -3.3539
15 H 1.4256 -0.0105 -3.1358
16 C 0.7343 1.7109 -4.2474
17 H 1.7217 1.9003 -4.6708
18 C -0.3762 2.4995 -4.5662
19 H -0.2660 3.3068 -5.2824
20 C -1.6132 2.3061 -3.9442
21 H -2.4715 2.9456 -4.1633
22 C -1.7439 1.2911 -2.9938
23 H -2.6905 1.1148 -2.4755
24 C -0.3743 -2.3313 -3.2870
25 C -1.3141 -2.3363 -4.3279
26 H -2.3173 -1.9394 -4.1402
27 C -0.9729 -2.7510 -5.6237
28 H -1.7151 -2.6804 -6.4138
29 C 0.3117 -3.2379 -5.8955
30 H 0.5896 -3.5372 -6.9088
31 C 1.2111 -3.3559 -4.8401
32 H 2.1978 -3.7824 -5.0149
33 C 0.8745 -2.9331 -3.5423
34 H 1.6146 -3.0570 -2.7580
35 H -2.4766 -1.2117 -1.8091
36 Si 2.3432 1.6935 -0.4346
37 C 1.5672 -0.0330 -0.4782
38 C 0.1913 -0.2606 -0.2623
39 H -0.4292 0.5532 0.1490
40 C -0.3314 -1.6314 -0.2256
41 H -1.3787 -1.8518 0.2261
42 C 0.6171 -2.7461 -0.1962
43 H 0.1953 -3.7558 -0.1135
44 C 1.9065 -2.4590 -0.5230
45 H 2.5976 -3.2701 -0.7833
46 C 2.3732 -1.1376 -0.6598
47 H 3.4195 -0.9852 -0.9092
48 C 1.0527 3.0772 -0.7860
49 C -0.0962 3.0869 0.0286
50 H -0.0621 2.5698 0.9982
51 C -1.2702 3.7577 -0.3411
52 H -2.2099 3.5907 0.2092
53 C -1.2432 4.6308 -1.4345
54 H -2.1630 5.1212 -1.7674
55 C -0.0348 4.8447 -2.1139
56 H -0.0040 5.5740 -2.9399
57 C 1.0917 4.0727 -1.7948
58 H 2.0131 4.2434 -2.3626
59 H 3.4881 1.7602 -1.2684
60 Cl 2.9187 1.7977 1.5641
61 N 0.8513 -2.0133 2.7958
62 C 1.4346 -1.1875 3.8379
63 C 2.4502 -1.6422 4.6635
64 C 2.8586 -0.8438 5.7540
65 C 2.2805 0.4012 5.9762
66 C 1.2392 0.9009 5.1336
67 C 0.5105 2.0918 5.3600
68 C -0.5709 2.4135 4.5559
69 C -0.8861 1.5803 3.4858
70 N -0.2154 0.4311 3.2218
71 C 0.8542 0.0819 4.0274
72 H 1.5250 -2.1759 2.0419
73 H 0.7344 -2.9783 3.1183
74 H 2.8976 -2.6221 4.4798
75 H 3.6276 -1.2269 6.4341
76 H 2.6193 1.0281 6.8072
77 H 0.7641 2.7213 6.2100
78 H -1.2128 3.2772 4.7353
79 H -1.7194 1.8147 2.8230

Its highest occupied orbital energy (spin up / spin down) is -0.468 / -0.489 Ha. The value obtained for the largest force on an atom is 0.1021 hartree/bohr. The molar mass is 707.3 g mol⁻¹. Its expectation value of S² is 2.030. Its net charge is +2. Its energy is -2685.35662 Eh. The multiplicity is 3. Its orbital gap (spin up / spin down) is 5.86 / 6.06 eV. As for the relative energy (zero: lowest compared OMol25 entry of this formula, charge and spin): 0.00 kcal/mol.